(1)
{
  "formula": "C9H15ClF3NO9",
  "method": "ωB97M-V/def2-TZVPD",
  "species": ["O", "C", "N", "C", "O", "C", "F", "F", "F", "O", "Cl", "H", "H", "H", "C", "O", "C", "O", "O", "C", "H", "H", "H", "H", "H", "H", "C", "O", "C", "O", "O", "C", "H", "H", "H", "H", "H", "H"],
  "coordinates": [[-0.12104, 2.69874, 1.09575], [0.21930, 2.32987, 0.04118], [1.23133, 1.43266, -0.23941], [1.70272, 0.69112, 0.90867], [2.99864, 1.10917, 1.36503], [2.98230, 2.16640, 2.18332], [2.69694, 3.27510, 1.56988], [2.22076, 2.00985, 3.21748], [4.20905, 2.31146, 2.63556], [-0.38243, 2.82227, -1.12028], [-2.05762, 2.69028, -1.00147], [1.98406, 1.83020, -0.78878], [1.84185, -0.33658, 0.58552], [0.96948, 0.64514, 1.70211], [5.57006, -5.20373, -1.11642], [5.15046, -4.60557, 0.11059], [5.32975, -3.28394, 0.16598], [5.79674, -2.59687, -0.70537], [4.89951, -2.85732, 1.35472], [5.03222, -1.44829, 1.55602], [5.37248, -6.26910, -1.03367], [5.00244, -4.80197, -1.95428], [6.63676, -5.05218, -1.27333], [4.44558, -0.89911, 0.82389], [6.07801, -1.14924, 1.50730], [4.65084, -1.22566, 2.54897], [-6.99300, 2.26852, 0.85125], [-7.76031, 1.60853, -0.15674], [-7.03954, 1.14277, -1.17812], [-5.84535, 1.23613, -1.30150], [-7.87212, 0.55540, -2.03928], [-7.23288, 0.00617, -3.19229], [-7.69070, 2.59636, 1.61702], [-6.27343, 1.58369, 1.29715], [-6.48423, 3.13875, 0.43957], [-6.52293, -0.76828, -2.90641], [-6.73335, 0.78680, -3.76379], [-8.01232, -0.43755, -3.80583]],
  "atomic_forces_ev_per_a": [[-0.906, 0.088, 2.302], [0.184, 0.594, -1.741], [0.039, 0.176, 0.518], [0.527, -0.920, -0.694], [-0.929, -0.726, -0.536], [1.768, -0.483, -0.068], [-1.047, 1.711, -1.000], [-1.706, -0.183, 1.391], [1.586, -0.028, 0.498], [0.326, -0.546, -0.238], [0.032, 0.197, -0.084], [-0.175, -0.345, -0.469], [0.356, -0.044, -0.021], [-0.125, 0.515, 0.140], [0.049, -0.196, -0.184], [-0.013, 0.045, 0.041], [-0.019, -0.022, 0.061], [-0.048, -0.057, 0.058], [0.004, -0.070, -0.012], [0.014, 0.225, 0.118], [-0.065, 0.047, 0.174], [0.090, 0.094, 0.004], [-0.039, 0.115, -0.049], [0.131, -0.004, -0.079], [-0.023, 0.004, -0.140], [-0.052, -0.208, 0.003], [0.059, 0.134, 0.234], [-0.003, -0.035, -0.062], [-0.081, 0.003, 0.018], [-0.050, 0.007, 0.006], [0.004, 0.031, 0.061], [0.028, -0.131, -0.246], [-0.130, -0.080, -0.115], [0.071, 0.034, -0.102], [0.085, -0.086, -0.035], [0.079, 0.102, 0.019], [0.095, -0.020, 0.086], [-0.116, 0.062, 0.141]],
  "lowdin_charge": [0.1327, -0.6700, 0.1174, -0.1381, 0.0599, -0.8376, 0.2155, 0.2213, 0.1879, -0.4709, 0.7401, 0.1609, 0.1359, 0.1426, -0.0423, 0.0031, -0.6198, 0.1244, 0.0065, -0.0363, 0.0926, 0.0972, 0.0977, 0.0798, 0.1028, 0.0968, -0.0399, 0.0051, -0.6200, 0.1149, 0.0052, -0.0411, 0.0931, 0.0976, 0.0973, 0.0974, 0.0977, 0.0928],
  "gap_ev": 10.57,
  "smiles": "O=C(NCOC(F)(F)F)OCl.COC(=O)OC.COC(=O)OC",
  "fmax_ev_per_a": 2.48,
  "lumo_ev": -0.2,
  "multiplicity": 1
}

(2)
{
  "formula": "C9H15F3NO11P3",
  "method": "ωB97M-V/def2-TZVPD",
  "species": ["N", "P", "P", "P", "O", "O", "H", "H", "H", "H", "H", "H", "C", "C", "O", "C", "O", "O", "F", "H", "H", "H", "C", "C", "O", "C", "O", "O", "F", "H", "H", "H", "C", "C", "O", "C", "O", "O", "F", "H", "H", "H"],
  "coordinates": [[-3.22024, -2.17517, -2.41082], [-2.33424, -2.67673, -3.58899], [-0.66521, -4.02494, -3.06824], [-0.58077, -2.67770, -1.26529], [-1.55805, -3.47186, -0.22082], [0.87485, -3.18770, -0.63172], [-3.20357, -1.17495, -2.25539], [-1.62316, -1.76942, -4.39830], [-2.98916, -3.43866, -4.57741], [-1.56747, -5.00082, -2.57543], [-2.28563, -2.90280, 0.06547], [1.34128, -3.88340, -1.10291], [-2.01703, 2.84596, -0.71810], [-2.46977, 1.51527, -0.13580], [-2.76321, 0.77057, -1.30466], [-2.04397, 1.27587, -2.33866], [-1.86635, 0.69995, -3.36024], [-1.52173, 2.47444, -2.00699], [-3.59486, 1.65177, 0.60537], [-2.88858, 3.49234, -0.83929], [-1.23494, 3.34413, -0.15380], [-1.71841, 0.96359, 0.42649], [3.16021, 2.94441, 0.81341], [2.15788, 3.54883, 1.78340], [0.97595, 2.83179, 1.48407], [1.31542, 1.64883, 0.90042], [0.55466, 0.76030, 0.70658], [2.62403, 1.63943, 0.59230], [1.94805, 4.86556, 1.54838], [3.13691, 3.50860, -0.12100], [4.17226, 2.86085, 1.19501], [2.39196, 3.41415, 2.84047], [1.82773, -2.06012, 2.40391], [1.07860, -0.92110, 1.73845], [1.39927, 0.18046, 2.56250], [2.56837, -0.08054, 3.20751], [3.19381, 0.72182, 3.81519], [2.91260, -1.37585, 3.03633], [-0.26428, -1.10531, 1.75811], [1.18879, -2.51266, 3.16499], [2.20430, -2.80606, 1.71366], [1.38372, -0.71314, 0.71183]],
  "atomic_forces_ev_per_a": [[-0.098, -0.034, 0.069], [0.190, -0.187, -0.686], [-0.298, 0.186, -0.049], [0.389, -0.409, 0.635], [0.122, 0.087, 0.076], [0.082, 0.273, -0.025], [-0.038, -0.071, -0.022], [-0.162, 0.151, 0.060], [-0.071, 0.033, 0.067], [0.074, 0.074, 0.207], [-0.024, -0.060, -0.259], [-0.169, -0.076, -0.001], [-0.114, -0.011, 0.087], [0.168, -0.012, -0.090], [-0.055, -0.017, -0.030], [0.242, -0.184, 0.174], [-0.095, 0.190, -0.187], [-0.031, -0.056, -0.095], [-0.065, -0.005, -0.047], [0.054, 0.058, 0.064], [0.035, -0.055, -0.007], [-0.071, 0.126, 0.211], [0.014, 0.175, 0.032], [0.120, -0.127, 0.257], [-0.005, -0.362, 0.024], [-0.299, 1.214, -0.459], [-1.803, 4.375, -3.649], [-0.156, -0.215, -0.213], [-0.034, 0.023, -0.145], [0.081, -0.009, 0.011], [-0.036, -0.039, 0.066], [0.038, 0.049, -0.035], [-0.476, -0.008, 0.329], [0.739, -2.320, 0.218], [1.237, -0.756, 2.204], [-0.208, -0.850, -0.017], [0.122, 0.367, 0.031], [0.179, 0.329, 0.192], [-0.058, -0.553, 0.345], [0.104, -0.150, 0.016], [0.019, 0.078, -0.039], [0.356, -1.221, 0.683]],
  "lowdin_charge": [-0.3419, 0.3643, 0.4719, 0.5609, -0.3501, -0.3826, -0.0607, -0.0400, -0.0463, -0.1355, 0.0428, 0.0214, -0.0347, -0.2944, 0.0991, -0.5550, 0.1448, 0.0799, 0.0800, 0.1448, 0.1301, 0.1497, -0.0232, -0.2975, 0.1469, -0.5247, 0.0790, 0.0986, 0.0775, 0.1470, 0.1454, 0.1722, -0.0289, -0.3641, 0.0894, -0.5309, 0.1783, 0.0859, 0.0732, 0.1463, 0.1288, 0.1522],
  "gap_ev": 8.81,
  "smiles": "N=[PH2][PH]#P(O)O.O=C1OC[C@@H](F)O1.O=C1OC[C@@H](F)O1.O=C1OC[C@@H](F)O1",
  "fmax_ev_per_a": 5.98,
  "lumo_ev": 0.4,
  "multiplicity": 1
}

(3)
{
  "formula": "C9H15FO4Sn",
  "method": "ωB97M-V/def2-TZVPD",
  "species": ["C", "C", "O", "C", "C", "C", "C", "C", "F", "C", "O", "C", "O", "O", "H", "H", "H", "H", "H", "H", "H", "H", "H", "H", "H", "H", "H", "H", "H", "Sn"],
  "coordinates": [[-0.37513, 1.29156, 2.46792], [-1.68338, 0.78170, 1.89463], [-1.84945, 1.24300, 0.53197], [-1.80723, 0.29135, -0.47042], [-0.37400, -0.08458, -0.92398], [0.05360, -1.53594, -0.76650], [0.64791, -1.83711, 0.60906], [2.15491, -1.61191, 0.69502], [2.42507, -0.47637, 1.44700], [0.66452, 1.03590, -0.68426], [1.14283, 1.43456, -2.03190], [0.09247, 1.20886, -2.80653], [-0.23118, 1.86934, -3.80025], [-0.47003, 0.05830, -2.48797], [-0.41025, 1.38973, 3.54595], [-0.19910, 2.27701, 2.04099], [0.47821, 0.67310, 2.19287], [-2.50288, 1.21491, 2.45682], [-1.76786, -0.30317, 1.91600], [-2.36141, -0.61188, -0.21307], [-2.30889, 0.73350, -1.32942], [0.77399, -1.75786, -1.55229], [-0.83545, -2.14006, -0.92822], [0.48328, -2.89322, 0.80619], [0.14891, -1.30425, 1.41303], [2.60619, -1.46582, -0.28619], [2.63944, -2.44850, 1.18552], [0.16238, 1.93052, -0.31874], [1.46238, 0.85765, 0.02801], [1.24017, 0.17967, -4.63124]],
  "atomic_forces_ev_per_a": [[0.092, 0.012, -0.571], [0.087, 0.304, 0.151], [0.258, -0.039, 0.012], [-0.171, 0.137, 0.373], [0.615, -0.470, -0.964], [-0.351, 0.721, 0.523], [0.374, -0.642, -0.297], [-0.212, 0.004, 0.310], [0.103, 0.288, -0.053], [-0.433, 0.429, 0.844], [-0.300, 0.697, -0.116], [-0.688, -0.142, 1.876], [1.644, -1.199, -1.073], [-0.632, 0.636, -0.600], [-0.008, -0.091, 0.151], [-0.016, 0.236, 0.210], [0.052, -0.079, 0.153], [-0.237, -0.068, -0.029], [-0.105, -0.132, 0.090], [0.058, -0.181, 0.084], [-0.080, 0.014, -0.135], [0.171, -0.224, 0.010], [-0.037, -0.142, -0.152], [-0.164, -0.094, 0.033], [-0.034, 0.086, 0.061], [0.101, -0.033, -0.119], [0.140, -0.049, 0.078], [-0.187, -0.004, -0.006], [0.429, -0.437, -0.461], [-0.470, 0.462, -0.381]],
  "lowdin_charge": [-0.0443, -0.1936, -0.1194, -0.1236, -0.2134, -0.0982, -0.1185, -0.1696, -0.0530, 0.0462, 0.0650, -0.8615, 0.0621, -0.0013, 0.0969, 0.0897, 0.0458, 0.1322, 0.1167, 0.1522, 0.1558, 0.1182, 0.1380, 0.1317, 0.1081, 0.1156, 0.1317, 0.1508, 0.1387, 2.0008],
  "gap_ev": 4.99,
  "charge": 2,
  "fmax_ev_per_a": 2.30,
  "lumo_ev": -11.3,
  "multiplicity": 1
}

(4)
{
  "formula": "C9H15INO5",
  "method": "ωB97M-V/def2-TZVPD",
  "species": ["C", "C", "C", "C", "N", "C", "I", "C", "O", "C", "O", "O", "H", "H", "H", "H", "H", "H", "H", "H", "H", "H", "H", "H", "C", "C", "O", "O", "H", "H", "H"],
  "coordinates": [[-1.62308, -2.48454, 0.27845], [-0.58085, -1.73021, -0.56552], [-1.17224, -0.55070, -1.38293], [-0.40269, 0.78556, -1.28714], [-1.01562, 1.90157, -0.50316], [-1.47707, 1.70949, 0.81089], [-3.64948, 1.25518, 0.94666], [-1.24568, 2.88328, 1.75289], [0.14205, 2.68521, 2.07350], [0.41551, 1.36873, 1.93102], [1.43493, 0.85257, 2.16889], [-0.69023, 0.70656, 1.41429], [-2.20275, -3.18978, -0.32745], [-1.12572, -3.07123, 1.06247], [-2.30895, -1.79218, 0.77742], [0.18796, -1.33328, 0.10565], [-0.07525, -2.42452, -1.24165], [-1.15875, -0.83621, -2.44279], [-2.22629, -0.41799, -1.12820], [-0.29362, 1.19508, -2.29563], [0.62317, 0.62013, -0.93947], [-1.66957, 2.43680, -1.05760], [-1.81985, 2.74468, 2.67421], [-1.41104, 3.85756, 1.29509], [3.59594, -1.08114, 0.01479], [2.99879, -0.93136, -1.40556], [2.65730, 0.22757, -1.75085], [2.87468, -1.99096, -2.05790], [3.67430, -0.11739, 0.51684], [2.95867, -1.73883, 0.60989], [4.58546, -1.53965, -0.04709]],
  "atomic_forces_ev_per_a": [[0.312, -0.071, -0.012], [-0.119, 0.279, 0.244], [0.138, -0.301, -0.218], [0.045, 0.019, 0.009], [-0.421, -0.263, 0.090], [0.505, -0.014, -0.584], [-0.164, -0.208, 0.113], [0.173, -0.281, 0.130], [-0.269, 0.149, 0.013], [-0.859, 0.293, -0.593], [0.935, -0.573, 0.562], [-0.019, 0.372, 0.176], [-0.072, 0.174, 0.038], [-0.091, 0.068, -0.168], [0.029, -0.066, -0.066], [-0.049, -0.100, -0.143], [0.070, 0.127, 0.131], [-0.057, 0.056, 0.170], [-0.018, 0.103, 0.029], [0.059, 0.072, 0.235], [-0.153, 0.027, -0.083], [0.072, 0.052, 0.085], [-0.058, 0.227, -0.207], [0.152, -0.114, 0.051], [0.069, 0.137, -0.062], [-0.190, -0.121, 0.104], [-0.029, 0.068, 0.015], [0.035, -0.013, -0.014], [-0.013, 0.001, -0.007], [0.010, -0.039, -0.029], [-0.024, -0.061, -0.011]],
  "lowdin_charge": [-0.1187, -0.2382, -0.1826, -0.1527, 0.0029, -0.8371, 0.7836, -0.1607, 0.0657, -0.5390, 0.2121, 0.0226, 0.0639, 0.0671, 0.0305, 0.0922, 0.1059, 0.1055, 0.0495, 0.1193, 0.0917, 0.1093, 0.1000, 0.1343, -0.0568, -0.7980, -0.1141, -0.1086, 0.0457, 0.0533, 0.0514],
  "gap_ev": 6.08,
  "charge": -1,
  "fmax_ev_per_a": 1.23,
  "lumo_ev": 2.0,
  "multiplicity": 1
}

(5)
{
  "formula": "C9H15IS",
  "method": "ωB97M-V/def2-TZVPD",
  "species": ["C", "C", "C", "C", "C", "C", "C", "C", "C", "S", "I", "H", "H", "H", "H", "H", "H", "H", "H", "H", "H", "H", "H", "H", "H", "H"],
  "coordinates": [[0.38762, 1.06035, 0.74270], [1.65427, 1.40835, 0.48244], [0.25561, 0.59322, 2.09254], [-3.22168, 0.06793, -2.52126], [1.61755, 0.59213, 2.71988], [2.54286, 1.24160, 1.67664], [3.80406, 0.42991, 1.37616], [-3.13291, -2.36381, -1.99400], [-3.32921, -0.92631, -1.65275], [-1.13036, 0.13344, 2.81711], [0.50056, -0.51533, -2.77456], [-0.44886, 1.11273, 0.06982], [2.02983, 1.77285, -0.45829], [-3.37120, 1.09760, -2.23858], [-3.04042, -0.11075, -3.57083], [1.61254, 1.11428, 3.67677], [1.91777, -0.43869, 2.92060], [2.85486, 2.23583, 2.02019], [4.42212, 0.94972, 0.64975], [3.54330, -0.54751, 0.97744], [4.38636, 0.29427, 2.28514], [-2.83308, -2.49184, -3.03238], [-4.05984, -2.91204, -1.82729], [-2.37463, -2.80269, -1.34490], [-3.54932, -0.72776, -0.61136], [-1.03780, -0.26747, -2.48099]],
  "atomic_forces_ev_per_a": [[0.291, 0.261, -0.574], [-0.228, -0.091, 0.347], [-0.659, -0.313, 0.705], [-0.296, 0.204, -0.003], [0.276, 0.134, -0.019], [0.342, -0.051, 0.089], [-0.184, 0.227, 0.093], [-0.051, 0.009, -0.011], [0.098, -0.151, -0.003], [0.131, 0.043, -0.088], [0.751, -0.152, -0.217], [-0.124, -0.019, -0.148], [0.004, 0.091, -0.226], [-0.023, 0.139, 0.130], [0.093, -0.121, -0.153], [-0.052, -0.043, -0.008], [-0.020, -0.017, 0.006], [-0.019, -0.027, -0.018], [0.139, 0.001, -0.124], [-0.012, -0.133, -0.037], [0.080, -0.049, 0.039], [0.021, -0.034, -0.042], [-0.031, -0.118, 0.013], [0.045, -0.075, -0.008], [-0.006, 0.194, 0.090], [-0.568, 0.089, 0.168]],
  "lowdin_charge": [-0.1455, -0.0398, -0.8015, -0.0721, -0.1700, -0.3600, -0.0639, -0.1142, -0.2572, 0.6812, 0.4844, 0.0862, 0.1049, 0.0582, 0.0592, 0.1218, 0.1259, 0.1445, 0.0750, 0.0844, 0.0791, 0.0723, 0.0756, 0.0749, 0.0993, -0.4028],
  "e_above_lowest_kcal_mol": 0.0,
  "gap_ev": 8.05,
  "smiles": "C[C@H]1C=CC(=S)C1.C=CC.I",
  "fmax_ev_per_a": 1.01,
  "lumo_ev": -0.3,
  "multiplicity": 1
}

(6)
{
  "formula": "C9H15N2",
  "method": "ωB97M-V/def2-TZVPD",
  "species": ["C", "C", "C", "C", "C", "C", "C", "C", "C", "N", "N", "H", "H", "H", "H", "H", "H", "H", "H", "H", "H", "H", "H", "H", "H", "H"],
  "coordinates": [[1.98444, -0.34734, 1.53660], [2.45938, 0.72112, 2.23511], [0.77707, 0.03077, 1.09918], [0.35267, 1.24169, 1.63398], [-0.12172, -2.69296, -0.12786], [-0.40606, -1.46135, -0.46984], [-0.93816, 1.99375, 1.61572], [-2.04012, -0.86139, -2.16557], [-0.00195, 0.39894, -1.97044], [1.46740, 1.68744, 2.25008], [-0.59798, -0.94157, -1.82442], [2.42562, -1.22338, 1.10361], [3.33552, 0.61170, 2.85622], [-0.18438, -3.47012, -0.83871], [0.29499, -2.87299, 0.78849], [-1.59267, 1.52824, 2.30881], [-0.86578, 3.06281, 1.64060], [-1.39391, 1.69623, 0.65582], [-2.05862, -0.48102, -3.17156], [-2.49018, -1.84869, -2.06218], [-2.44871, -0.14253, -1.45011], [0.00298, 0.85644, -2.94422], [-0.38873, 1.21632, -1.26057], [1.03369, 0.36035, -1.75665], [1.47438, 2.61567, 2.65737], [-0.07917, -1.67812, -2.33944]],
  "atomic_forces_ev_per_a": [[1.336, -1.298, -1.201], [0.299, -0.110, 0.730], [-5.085, 0.026, -2.069], [-0.029, -0.313, -1.284], [-0.741, 1.270, -2.286], [2.541, 2.893, 3.644], [0.417, -1.575, -2.008], [0.051, -0.176, 0.164], [0.620, 2.280, 0.939], [0.597, -0.101, 1.050], [0.002, -0.634, 0.610], [0.791, -0.240, 0.709], [0.099, 1.066, -0.094], [-0.136, -1.181, -0.690], [0.518, -0.620, 2.313], [-0.659, 0.222, 1.134], [0.047, 0.430, 0.372], [-0.061, 0.473, 0.130], [-0.514, 0.062, -0.381], [-0.055, 0.227, -0.077], [-0.203, -0.244, -0.243], [-0.843, -0.586, -0.844], [-0.007, -1.903, -0.805], [1.061, -0.443, 0.583], [0.413, -0.445, 0.253], [-0.460, 0.923, -0.650]],
  "lowdin_charge": [-0.1161, -0.0872, 0.0362, -0.3103, 0.0579, -0.0650, -0.0013, 0.0236, -0.0246, 0.0799, -0.1936, 0.1116, 0.1239, 0.0711, 0.0447, 0.0782, 0.0848, 0.0635, 0.1043, 0.1158, 0.1135, 0.1035, 0.1254, 0.0882, 0.1737, 0.1982],
  "e_above_lowest_kcal_mol": 134.4,
  "gap_ev": [7.49, 7.49],
  "charge": 1,
  "fmax_ev_per_a": 5.49,
  "lumo_ev": [-4.0, -4.0],
  "multiplicity": 1
}